Below is a gas-phase ion, C10H15N2S (charge +1), with properties calculated with wB97M-V/def2-TZVPD.

Each line ends with the natural charge from an NBO analysis.
Cartesian coordinates (Å):
C: -3.07898 1.24905 -1.22292  -0.222
C: -2.24221 2.28255 -1.79749  -0.157
C: -2.69914 0.71421 -0.05107  -0.162
C: -0.96713 2.49017 -1.38720  -0.258
C: -1.58058 1.25694 0.68815  -0.197
C: -0.44600 1.73736 -0.20754  -0.273
C: 1.20465 -0.41561 0.37845  -0.108
C: 1.63346 -2.45252 -0.98545  -0.614
C: 3.34432 -1.56958 0.75945  -0.636
C: 1.86292 -1.78854 0.41821  -0.312
N: -1.78958 -0.27437 2.42827  -0.304
N: -1.06251 0.37930 1.69403  -0.134
S: 0.34948 0.10887 -0.94250  0.575
H: -3.87440 0.84494 -1.72637  0.235
H: -2.66306 3.04966 -2.48114  0.245
H: -3.33710 -0.16486 0.34486  0.257
H: -0.42189 3.39851 -1.76447  0.251
H: -1.97399 2.20302 1.13865  0.253
H: 0.25971 2.30280 0.38133  0.260
H: 1.23171 0.09313 1.34001  0.247
H: 2.09469 -3.33498 -1.22961  0.245
H: 1.94728 -1.63243 -1.71584  0.205
H: 0.65310 -2.75307 -1.14804  0.229
H: 3.76832 -0.95058 -0.01643  0.221
H: 3.84904 -2.53772 0.70912  0.249
H: 3.68444 -1.39719 1.80863  0.251
H: 1.44589 -2.40193 1.35282  0.279
H: -1.19244 -0.43711 3.23412  0.374

M = 195.311 g mol⁻¹
ΔE to the lowest compared entry with this formula, charge and spin = 0.000 eV
Calculated total energy = -24415.4390 eV
Total charge = +1
Multiplicity = 3
HOMO-LUMO gap (alpha / beta) = 5.7 / 7.1 eV
Expectation value of S² = 2.0077


Below is C10H15N3O3 in the gas phase, with properties calculated with wB97M-V/def2-TZVPD.

Each line ends with the natural charge from an NBO analysis.
Cartesian coordinates (Å):
C: -0.95207 -2.31192 -3.25576  -0.626
C: 0.29658 -1.66622 -2.59675  -0.212
N: 0.20803 -1.64213 -1.18159  -0.147
N: 0.06258 -0.43615 -0.69623  -0.356
C: -0.05098 -0.57629 0.61819  0.414
O: -0.01641 0.38917 1.50064  -0.442
C: 0.07275 1.68913 1.12136  0.441
C: 0.49065 2.88476 1.85872  -0.180
C: 0.72229 3.04727 3.36174  -0.632
C: -0.07507 3.98223 1.03644  0.310
O: -1.39595 4.30356 1.43205  -0.724
O: -0.17212 3.47381 -0.25053  -0.368
N: -0.43145 2.08560 -0.13274  -0.348
C: -0.02425 -1.93583 0.95917  -0.353
C: 0.13801 -2.59973 -0.23233  0.142
C: 0.53972 -4.01213 -0.48413  -0.656
H: -1.65519 -1.53150 -3.60334  0.223
H: -1.48960 -2.89069 -2.47504  0.216
H: -0.66199 -2.96309 -4.08788  0.217
H: 0.44306 -0.67294 -2.88003  0.231
H: 1.21788 -2.14529 -2.88230  0.197
H: 1.52022 2.29425 3.61221  0.221
H: -0.15223 2.77164 3.94209  0.217
H: 0.94402 4.03765 3.54816  0.219
H: 0.56925 4.86545 0.81423  0.189
H: -1.92308 3.40254 1.31229  0.473
H: 0.09945 1.71286 -0.85840  0.393
H: -0.25674 -2.28737 2.01025  0.239
H: -0.16490 -4.49023 -1.30027  0.227
H: 1.58350 -4.23010 -0.82690  0.236
H: 0.51405 -4.54829 0.61668  0.240

M = 225.248 g mol⁻¹
ΔE to the lowest compared entry with this formula, charge and spin = 5.793 eV
Calculated total energy = -21221.3087 eV
HOMO-LUMO gap = 8.5 eV
SMILES string = CCn1nc(OC2=C(C)[C@H](O)ON2)cc1C


Below is 5 unconnected molecules or ions with the total composition C10H15N5, with properties calculated with wB97M-V/def2-TZVPD.

Each line ends with the natural charge from an NBO analysis.
Cartesian coordinates (Å):
C: 1.23935 -1.30034 0.97550  -0.725
C: 1.55029 -2.37233 1.94476  0.287
N: 1.85295 -3.17357 2.73634  -0.330
H: 2.12592 -1.07621 0.38233  0.255
H: 0.89332 -0.39115 1.46717  0.255
H: 0.39129 -1.49310 0.31843  0.257
C: 0.89990 -3.71521 -5.93505  -0.723
C: 0.41505 -4.50755 -4.75760  0.287
N: 0.00484 -5.08979 -3.87041  -0.326
H: 0.17880 -2.93256 -6.17080  0.253
H: 0.92872 -4.39216 -6.78887  0.250
H: 1.88398 -3.25041 -5.99539  0.259
C: -1.42170 9.35311 1.71897  -0.724
C: -1.03056 7.94752 1.61334  0.282
N: -0.78656 6.81110 1.41987  -0.329
H: -0.82550 9.97137 1.04785  0.256
H: -1.08396 9.71700 2.68934  0.256
H: -2.48973 9.37155 1.50201  0.259
C: 1.55232 -7.29480 8.41010  -0.725
C: 2.82817 -7.81138 7.91101  0.285
N: 3.82737 -8.25461 7.55163  -0.325
H: 0.74191 -7.91239 8.02290  0.255
H: 1.37397 -6.22411 8.31052  0.259
H: 1.54385 -7.40480 9.49451  0.251
C: -3.11220 4.49578 -5.85019  -0.733
C: -2.02872 3.76072 -5.32195  0.282
N: -1.17573 3.11358 -4.92645  -0.322
H: -2.76494 5.52793 -5.89698  0.257
H: -3.98993 4.39718 -5.21147  0.257
H: -3.52245 4.12955 -6.79129  0.259

M = 205.265 g mol⁻¹
ΔE to the lowest compared entry with this formula, charge and spin = 2.007 eV
Calculated total energy = -18061.1204 eV
HOMO-LUMO gap = 12.1 eV
SMILES string = CC#N.CC#N.CC#N.CC#N.CC#N


Below is 2 unconnected molecules or ions with the total composition C10H15NO, with properties calculated with wB97M-V/def2-TZVPD.

Each line ends with the natural charge from an NBO analysis.
Cartesian coordinates (Å):
C: 2.82086 -1.21995 1.25591  -0.638
C: 2.33574 -0.37702 0.08739  0.008
C: 1.01613 -0.04411 -0.11311  -0.247
C: 0.65997 0.75331 -1.18989  -0.183
C: 1.59776 1.27179 -2.03393  -0.228
C: 2.91291 0.77079 -1.96673  -0.199
C: 3.28381 -0.08493 -0.93303  -0.231
H: 2.06908 -1.87471 1.69696  0.215
H: 3.07308 -0.64989 2.15545  0.221
H: 3.62345 -1.79843 0.80093  0.218
H: 0.27671 -0.05713 0.68476  0.209
H: -0.38101 0.99067 -1.37360  0.218
H: 1.32416 1.95771 -2.82552  0.213
H: 3.59617 1.25940 -2.65064  0.212
H: 4.30487 -0.40171 -0.77294  0.209
C: -3.21592 -1.20521 -0.60060  -0.605
C: -2.85892 -0.48873 0.73804  -0.521
C: -2.42231 0.93689 0.74492  0.674
N: -1.82099 1.39293 1.91297  -0.845
O: -2.77551 1.71956 -0.11865  -0.614
H: -3.14866 -0.50775 -1.43272  0.237
H: -4.14563 -1.74131 -0.42799  0.212
H: -2.51989 -2.01474 -0.78399  0.207
H: -3.75911 -0.57501 1.35422  0.234
H: -2.08907 -1.11131 1.18865  0.214
H: -1.83370 2.39753 1.95531  0.416
H: -1.92399 0.70136 2.64784  0.397

M = 165.236 g mol⁻¹
ΔE to the lowest compared entry with this formula, charge and spin = 0.975 eV
Calculated total energy = -14150.6042 eV
HOMO-LUMO gap = 9.7 eV
SMILES string = Cc1ccccc1.CCC(N)=O


Below is 2 unconnected molecules or ions with the total composition C10H15NO, with properties calculated with wB97M-V/def2-TZVPD.

Each line ends with the natural charge from an NBO analysis.
Cartesian coordinates (Å):
C: 1.45789 2.43488 0.58026  -0.632
C: 0.44109 1.87558 -0.42589  0.010
C: 0.86120 1.42485 -1.69956  -0.205
C: -0.17183 1.19280 -2.63140  -0.200
C: -1.50199 1.22615 -2.27249  -0.252
C: -1.88532 1.44121 -0.94417  -0.193
C: -0.87661 1.85819 -0.04975  -0.239
H: 0.91837 3.05592 1.28529  0.205
H: 2.23117 3.08910 0.16366  0.215
H: 1.93275 1.61028 1.10218  0.228
H: 1.83793 1.10165 -1.99937  0.223
H: 0.16843 0.97654 -3.62803  0.209
H: -2.36764 0.79139 -2.75703  0.218
H: -2.89951 1.39435 -0.60735  0.208
H: -1.09664 2.32859 0.92714  0.206
C: -0.83973 -2.39171 -0.33761  -0.613
C: -0.61733 -2.12857 1.16039  -0.506
C: 0.85921 -1.85838 1.34563  0.692
N: 1.37591 -2.12339 2.63582  -0.860
O: 1.53377 -1.27046 0.54475  -0.598
H: -0.31565 -1.61920 -0.89284  0.239
H: -1.91666 -2.30176 -0.57774  0.213
H: -0.32244 -3.32478 -0.59877  0.212
H: -1.26751 -1.43743 1.65626  0.235
H: -0.72883 -3.07019 1.72333  0.204
H: 2.34809 -1.95667 2.83375  0.394
H: 0.84187 -2.31891 3.46356  0.388

M = 165.236 g mol⁻¹
ΔE to the lowest compared entry with this formula, charge and spin = 0.998 eV
Calculated total energy = -14150.5816 eV
HOMO-LUMO gap = 9.6 eV
SMILES string = Cc1ccccc1.CCC(N)=O


Below is 2 unconnected molecules or ions with the total composition C10H15NO2, with properties calculated with wB97M-V/def2-TZVPD.

Each line ends with the natural charge from an NBO analysis.
Cartesian coordinates (Å):
C: 2.35734 1.41994 0.45305  -0.650
C: 1.79727 0.31011 -0.41876  -0.006
C: 1.89744 -1.06459 -0.10206  -0.183
C: 1.25397 -2.01806 -0.90603  -0.286
C: 0.42575 -1.50313 -1.90352  0.293
O: -0.42205 -2.23767 -2.64724  -0.709
C: 0.49912 -0.18403 -2.40357  -0.247
C: 1.24648 0.65352 -1.60433  -0.194
H: 3.14126 1.05603 1.09463  0.203
H: 1.74311 1.77592 1.31433  0.260
H: 2.64237 2.34872 -0.06219  0.213
H: 2.56005 -1.27560 0.69494  0.206
H: 1.06859 -2.91874 -0.59988  0.200
H: -1.15854 -2.66591 -2.15548  0.481
H: -0.01030 0.00252 -3.26088  0.218
H: 1.39521 1.58779 -2.01448  0.200
C: -2.26111 0.82927 -0.26557  -0.610
C: -2.28217 0.18987 1.13520  -0.532
C: -1.02265 0.54497 1.73405  0.699
N: -0.87541 -0.05295 3.05086  -0.842
O: -0.14119 1.20898 1.16891  -0.599
H: -2.38560 1.93481 -0.28254  0.212
H: -3.10209 0.49406 -0.92600  0.200
H: -1.32964 0.68253 -0.77526  0.243
H: -3.12275 0.49217 1.74994  0.237
H: -2.36806 -0.93264 0.88889  0.234
H: -0.07926 -0.00378 3.63754  0.388
H: -1.46713 -0.67408 3.40546  0.370

M = 181.235 g mol⁻¹
ΔE to the lowest compared entry with this formula, charge and spin = 2.603 eV
Calculated total energy = -16196.4892 eV
HOMO-LUMO gap = 8.7 eV
SMILES string = Cc1ccc(O)cc1.CCC(N)=O